Record 1
79
Properties=species:S:1:pos:R:3 method="wB97M-V/def2-TZVPD" relative_energy_kcal_mol=3.3 lumo_ev="-0.315 / -1.938" energy_ev=-118735.04130 multiplicity=5 homo_lumo_gap_ev="6.74 / 5.73"
Te -1.7107 1.1768 2.2632
Ru -0.4807 0.7823 -2.1909
S 1.5802 -1.5728 -5.8677
S -1.9455 -0.3653 -3.6952
S 1.2204 -0.3661 -3.1562
S -1.3323 -1.4975 -6.3889
P 0.6838 0.9172 -0.1393
P -1.4449 -1.1580 -0.0954
O -0.0923 2.2986 -3.6349
O 0.4458 -2.4981 -8.0599
O -1.1482 3.3190 -5.3114
N -2.1106 2.0002 -1.4274
N 1.1310 -0.3422 5.9448
C 3.8000 -0.7462 1.9145
C 0.9296 2.6327 0.3933
C -2.8399 2.8162 -2.4330
C 0.5558 -0.8993 -4.6233
C 2.2906 0.1962 0.2870
C 4.8270 -0.7139 0.9794
C -0.7931 -0.8782 -4.8594
C 3.3295 0.2525 -0.6366
C 1.3104 2.9420 1.7017
C 0.5853 -1.1928 5.0766
C 0.0398 1.4426 4.7689
C 1.5620 4.2518 2.0612
C -3.8192 -1.5806 1.2858
C 0.8468 0.9458 5.7865
C 1.7287 -3.7580 -0.2754
C 0.4441 -4.0010 -2.2945
C -2.1611 -3.2729 1.6640
C 0.2713 -1.9879 -6.9927
C 2.5389 -0.2895 1.5694
C 1.4549 5.2654 1.1109
C -0.9920 3.1073 -4.1257
C 0.8499 3.6413 -0.5574
C -0.4447 -3.0347 -1.8508
C -2.5372 -2.0782 1.0533
C 0.8284 -2.8042 0.1769
C 4.5918 -0.2105 -0.2913
C -0.5142 0.5458 3.8677
C 1.1093 4.9603 -0.1932
C -3.0341 -3.9275 2.5221
C -0.5865 0.0887 0.8583
C -4.6904 -2.2309 2.1453
C -1.8957 3.8017 -3.1052
C -0.2476 -2.4193 -0.6154
C -0.2430 -0.8085 4.0330
C -4.2946 -3.4043 2.7716
C 1.5391 -4.3512 -1.5154
H -2.7289 -4.8540 2.9912
H 2.5749 -4.0341 0.3407
H 0.2928 -4.4652 -3.2605
H -1.2725 -2.7331 -2.4809
H 1.8521 4.4878 3.0771
H -3.2573 2.1264 -3.1676
H 0.8156 -2.2428 5.2236
H -2.4760 4.5681 -3.6153
H 1.4194 2.1546 2.4374
H -0.1297 2.5087 4.6864
H 1.7385 -0.3199 2.3015
H 3.1646 0.6522 -1.6285
H 0.6111 3.4015 -1.5893
H -0.6643 -1.5538 3.3690
H 1.2940 1.6285 6.5011
H 5.3910 -0.1745 -1.0198
H -4.1481 -0.6820 0.7807
H -1.2891 4.2897 -2.3364
H -5.6797 -1.8274 2.3173
H -1.7672 2.6195 -0.6950
H 2.2437 -5.0896 -1.8758
H -4.9727 -3.9172 3.4411
H 1.0509 5.7418 -0.9399
H -2.7594 1.3542 -0.9839
H -3.6678 3.3404 -1.9495
H 0.9593 -2.3664 1.1566
H 5.8131 -1.0724 1.2451
H 3.9824 -1.1241 2.9125
H 1.6607 6.2905 1.3906
H -1.1872 -3.7020 1.4713

Record 2
61
Properties=species:S:1:pos:R:3 method="wB97M-V/def2-TZVPD" relative_energy_kcal_mol=35.8 lumo_ev=-11.146 energy_ev=-106041.30876 homo_lumo_gap_ev=6.02 charge=+3
W -0.4016 -0.5675 -0.8332
Ge -2.2124 -2.0970 0.1600
O 0.2650 -0.2330 1.0382
O -2.4466 2.0358 -3.1708
O 0.4988 -2.6610 0.0347
O -0.5723 -0.0831 3.1277
O 2.7493 -2.3718 0.2029
O -1.2584 0.3536 -2.2611
O 0.9347 1.3694 -1.2027
N -1.5501 1.0258 0.0267
N 1.7002 -0.6895 -1.0283
C 2.7349 -1.1972 -0.3686
C -2.8855 -1.8579 -2.5806
C -2.0320 1.5001 -2.2090
C -1.7164 -2.1753 -1.8663
C -1.4885 1.2406 1.3409
C 5.4361 1.9635 -0.2756
C -0.5427 -2.4503 -3.9864
C -2.1501 -3.7559 1.0767
C 4.1248 2.1036 -0.7556
C -1.6838 -4.9116 0.4406
C 1.8578 -4.3913 1.0449
C 1.5630 -3.1095 0.3865
C -2.9022 -1.9384 -3.9653
C -1.7275 -2.1803 -4.6676
C 1.9580 0.7070 -1.1035
C -2.7429 -3.8358 2.3401
C -2.9022 2.9464 -0.2707
C 5.1201 -0.3992 0.2106
C -2.8433 -5.0642 2.9747
C -2.8951 3.1441 1.1109
C -1.8119 -6.1355 1.0708
C 3.8388 -0.2652 -0.2879
C -2.1725 2.2832 1.9333
C -2.2121 1.8652 -0.7730
C 3.3467 0.9704 -0.7598
C -0.5460 -2.4954 -2.5983
C -2.3826 -6.2096 2.3401
C -0.5655 0.2493 1.9899
C 5.9194 0.7489 0.1937
H 3.7570 3.0571 -1.1094
H -3.8222 -1.7448 -4.5011
H 2.4253 -4.1882 1.9562
H -2.4861 -7.1703 2.8268
H 6.0867 2.8281 -0.2656
H -1.2660 -4.8673 -0.5589
H 0.3354 -2.8881 -2.1111
H -2.1149 2.4180 3.0054
H -3.1314 -2.9549 2.8379
H -3.4972 -1.2712 0.2247
H -1.7392 -2.1598 -5.7497
H 6.9356 0.6901 0.5598
H -3.4184 3.6134 -0.9488
H -3.4325 3.9805 1.5388
H 0.9368 -4.9211 1.2667
H -1.4852 -7.0389 0.5730
H -3.7851 -1.5263 -2.0754
H 2.5016 -4.9835 0.3882
H 0.3639 -2.6759 -4.5316
H 5.5012 -1.3366 0.5926
H -3.2957 -5.1273 3.9546

Record 3
17
Properties=species:S:1:pos:R:3 method="wB97M-V/def2-TZVPD" relative_energy_kcal_mol=113.8 lumo_ev=0.426 energy_ev=-18688.27471 homo_lumo_gap_ev=9.37
S -2.6944 0.1086 0.2740
N 0.9654 -0.5258 -0.9002
C -0.2474 -1.4038 -0.7375
C 1.1154 1.6099 0.3138
C 0.2514 0.3024 0.1957
C 0.4331 -0.8114 1.3529
C 0.0612 -1.8111 0.5830
C -1.0683 0.0355 -0.4520
H 0.8118 0.1560 -1.5869
H 0.9046 2.4391 1.1377
H 1.0686 2.3482 -0.6146
H -0.6041 -2.1219 -1.4325
H 2.1861 1.0988 0.3838
H -1.0232 0.4773 -1.4091
H -0.0899 -2.7632 1.0892
H -2.9013 1.4710 -0.4846
H 0.8310 -0.6094 2.2872

Record 4
35
Properties=species:S:1:pos:R:3 method="wB97M-V/def2-TZVPD" relative_energy_kcal_mol=321.5 lumo_ev=-1.728 energy_ev=-42954.22016 homo_lumo_gap_ev=6.58 smiles=C#CCc1cc2nsnc2c(CCOCC)c1P(O)O
S 2.6436 0.0725 3.8507
P -2.1390 -0.8473 -1.6017
O -1.9513 -2.3862 -2.3945
O 3.0769 2.3151 -0.8991
O -1.7980 0.5033 -2.6456
N 1.2747 -0.9504 4.2846
N 2.3356 0.4478 2.1512
C 1.0197 0.7063 -1.1043
C 0.4371 -0.9963 3.0166
C 2.7811 3.0768 -2.1482
C -1.1023 -0.8365 0.0012
C 1.0397 -0.1798 1.6893
C 1.7116 4.2743 -1.6820
C -3.6739 -3.3688 2.3346
C -4.1784 -4.1500 3.4079
C 0.3711 -0.0719 0.1834
C 2.6478 0.8872 -1.0664
C -3.1982 -2.4097 1.0935
C -1.0110 -1.7753 2.7594
C -1.7497 -1.6699 1.2989
H 3.2073 0.1585 -0.3225
H 3.7592 3.5364 -2.6370
H 2.2385 2.4373 -2.9686
H -3.9883 -1.5434 0.8817
H -4.8087 -4.9072 4.0812
H 0.4276 1.7212 -1.3133
H 2.0047 4.5124 -0.5498
H 3.0471 0.5865 -2.1505
H -1.4425 -2.3737 3.6881
H 1.7697 5.2284 -2.3571
H -1.5299 -2.9858 -1.6849
H -1.4588 0.1203 -3.5297
H -3.1354 -3.0521 0.0966
H 0.5897 3.8940 -1.7074
H 0.7828 0.0258 -2.0562

Record 5
16
Properties=species:S:1:pos:R:3 method="wB97M-V/def2-TZVPD" relative_energy_kcal_mol=113.3 lumo_ev=1.138 energy_ev=-8759.61070 homo_lumo_gap_ev=8.64 smiles=CN1N[C@H]2C[C@H]2N1
N 0.1252 0.0965 1.2024
N 0.5241 -0.9663 0.2550
N 0.6369 -0.4279 -1.1511
C -0.2465 -2.2176 0.4604
C 0.2807 1.3774 0.6054
C -0.7845 1.7249 -0.3609
C 0.5122 1.0726 -0.8640
H 1.1542 1.5988 -1.5982
H -0.1351 -0.6273 -1.8875
H 0.7464 2.0826 1.2233
H -1.6637 1.1832 -0.6590
H -0.9023 2.8308 -0.5963
H 0.2477 -2.7642 1.3014
H 0.9317 -0.0415 1.8170
H -1.3733 -2.1710 0.7378
H -0.0538 -2.7508 -0.4856

Record 6
13
Properties=species:S:1:pos:R:3 method="wB97M-V/def2-TZVPD" relative_energy_kcal_mol=17.3 lumo_ev=0.636 energy_ev=-6787.76098 homo_lumo_gap_ev=10.75
N -3.0832 -1.0986 0.0033
C -1.5290 0.9689 -0.1535
C -0.2241 0.9229 0.1464
C 0.5522 -0.2723 0.6066
C -2.3949 -0.1715 -0.0632
C 1.6513 -0.6496 -0.3973
H -0.1209 -1.1287 0.7472
H 1.0081 -0.0285 1.5791
H 2.3289 0.1847 -0.6167
H 0.3654 1.8409 0.0366
H 2.2354 -1.4956 -0.0167
H 1.1969 -0.9629 -1.3636
H -1.9862 1.8904 -0.5082